No. 1
C25H82BF6N2O21S2V as an isolated structure at a distorted geometry, computed with the ωB97M-V functional and the def2-TZVPD basis.

Calculated values
Gap between HOMO and LUMO (spin up / spin down) ... 5.092 / 5.360 eV
Multiplicity ... 4
Net charge ... +1
Molecular weight ... 986.80 u

The geometry in XYZ format:
```
140
C25H82BF6N2O21S2V | the OMol25 dataset | the ωB97M-V functional and the def2-TZVPD basis
V 3.397 -1.117 -1.823
B 2.702 -3.673 -3.838
F 1.983 -3.629 -4.996
F 2.234 -4.722 -3.121
F 4.013 -3.854 -4.116
F 2.511 -2.498 -3.118
N 4.513 0.325 -0.952
S 5.151 1.717 -1.215
O 6.503 1.860 -1.809
O 4.619 2.904 -0.540
F 4.273 1.689 -2.536
S 5.702 0.118 0.336
O 5.631 1.004 1.507
O 6.991 -0.476 -0.045
F 4.890 -1.189 0.845
C 2.018 1.083 0.753
C 0.851 0.026 0.870
C -0.456 0.878 0.719
C -1.781 0.134 0.480
C -1.568 -0.902 -0.652
C -0.299 -1.809 -0.455
N 0.906 -0.958 -0.241
O 2.146 -1.729 -0.183
C -0.127 -2.594 -1.777
C -0.666 -2.782 0.747
C 0.864 -0.502 2.367
H 2.132 1.470 -0.260
H 2.979 0.635 1.005
H 1.782 1.972 1.339
H -0.292 1.542 -0.129
H -0.554 1.410 1.666
H -2.608 0.824 0.315
H -2.041 -0.340 1.427
H -1.508 -0.376 -1.605
H -2.485 -1.477 -0.786
H 0.258 -1.932 -2.553
H -1.011 -3.035 -2.237
H 0.613 -3.376 -1.604
H -1.170 -3.643 0.306
H -1.445 -2.419 1.417
H 0.207 -3.122 1.305
H -0.042 -0.982 2.736
H 1.095 0.309 3.058
H 1.734 -1.119 2.592
C 3.685 2.957 3.594
O 2.329 2.827 4.010
H 4.174 3.788 4.101
H 4.169 1.983 3.671
H 3.674 3.168 2.525
H 1.910 3.530 3.508
C -2.359 2.710 -1.976
O -1.611 3.826 -1.555
H -3.071 2.387 -1.217
H -3.026 2.873 -2.823
H -1.660 1.909 -2.217
H -2.195 4.553 -1.328
C -0.290 -1.507 5.837
O 1.009 -1.448 6.293
H -0.208 -1.623 4.756
H -0.771 -2.420 6.187
H -0.843 -0.638 6.194
H 1.329 -0.573 6.060
C -5.379 -0.918 -1.450
O -5.077 -2.259 -1.723
H -5.830 -0.440 -2.319
H -6.062 -0.692 -0.631
H -4.455 -0.364 -1.288
H -5.142 -2.680 -0.863
C -2.571 0.997 -5.648
O -3.107 0.720 -4.359
H -3.170 0.489 -6.404
H -2.705 2.070 -5.778
H -1.504 0.775 -5.645
H -2.934 -0.192 -4.113
C -4.169 3.604 2.280
O -5.542 3.238 2.542
H -3.822 4.368 2.976
H -3.476 2.762 2.297
H -4.033 3.939 1.252
H -5.880 2.980 1.682
C 3.103 5.896 0.077
O 2.927 4.635 0.627
H 3.983 6.285 0.588
H 3.185 5.891 -1.010
H 2.334 6.620 0.347
H 3.587 4.013 0.313
C -2.537 -5.442 -1.534
O -3.709 -5.820 -0.861
H -2.631 -4.409 -1.870
H -1.612 -5.504 -0.960
H -2.377 -6.017 -2.446
H -3.944 -6.715 -1.115
C 1.273 0.337 -4.019
O 1.927 0.239 -2.727
H 0.231 0.549 -3.775
H 1.717 1.086 -4.675
H 1.366 -0.540 -4.659
H 1.546 0.980 -2.250
C -0.923 2.982 5.216
O -2.187 3.552 5.612
H -1.055 2.460 4.269
H -0.294 3.859 5.064
H -0.621 2.264 5.979
H -2.780 2.815 5.774
C 4.336 -3.913 -1.009
O 4.805 -2.707 -1.466
H 3.248 -3.982 -0.995
H 4.677 -4.698 -1.683
H 4.699 -4.038 0.011
H 5.714 -2.898 -1.709
C 2.117 -3.784 3.965
O 1.791 -5.152 3.924
H 2.021 -3.329 2.979
H 1.429 -3.332 4.680
H 3.140 -3.587 4.285
H 0.888 -5.188 3.602
C -0.408 4.912 1.851
O 0.878 4.661 2.382
H -0.352 5.646 1.047
H -0.773 4.004 1.371
H -1.026 5.278 2.671
H 1.572 4.677 1.718
C 1.828 3.617 -2.690
O 0.854 2.718 -2.187
H 2.022 3.466 -3.752
H 1.519 4.653 -2.547
H 2.769 3.517 -2.149
H 0.093 3.244 -1.932
C -4.485 -2.835 1.521
O -5.024 -3.800 0.615
H -4.398 -3.355 2.476
H -3.479 -2.514 1.251
H -5.118 -1.952 1.606
H -4.381 -4.491 0.439
C -3.143 -3.050 -4.596
O -2.984 -2.036 -3.647
H -3.070 -4.048 -4.164
H -4.151 -3.052 -5.011
H -2.410 -2.885 -5.385
H -3.737 -2.124 -3.057
```

---

No. 2
C25H96F2InNO29S2 as an isolated structure at a distorted geometry, computed with the ωB97M-V functional and the def2-TZVPD basis.

Calculated values
Gap between HOMO and LUMO ... 3.815 eV
Net charge ... 0
Molecular weight ... 1091.97 u

The geometry in XYZ format:
```
156
C25H96F2InNO29S2 | the OMol25 dataset | the ωB97M-V functional and the def2-TZVPD basis
In -1.304 3.728 2.612
O -1.792 2.162 5.387
C -1.739 0.735 5.188
C -1.901 -0.207 6.491
O -2.685 0.270 7.598
H -0.790 0.419 4.756
H -2.511 0.507 4.453
H -0.897 -0.282 6.909
H -2.181 -1.221 6.206
N -0.885 1.549 0.738
S 0.102 1.215 -0.379
O -0.350 1.486 -1.745
O 0.980 0.092 -0.180
F 1.131 2.439 0.041
S -1.701 0.074 0.547
O -1.275 -0.980 1.400
O -2.288 -0.329 -0.736
F -2.939 0.611 1.419
C 4.899 -3.365 -3.118
O 5.164 -1.934 -3.214
H 4.335 -3.619 -2.221
H 4.256 -3.657 -3.949
H 5.820 -3.946 -3.154
H 4.330 -1.459 -3.248
C -3.094 3.358 -0.932
O -3.423 3.973 0.272
H -2.024 3.348 -1.141
H -3.441 2.325 -0.934
H -3.499 3.911 -1.779
H -4.318 4.308 0.178
C 2.540 -5.270 0.872
O 3.868 -5.163 0.371
H 1.927 -5.793 0.137
H 2.481 -5.721 1.862
H 2.102 -4.274 0.940
H 4.167 -4.257 0.479
C -4.164 -1.938 3.282
O -4.681 -2.816 4.251
H -4.662 -2.084 2.324
H -4.315 -0.908 3.602
H -3.106 -2.055 3.047
H -4.524 -3.690 3.886
C 3.395 -1.526 0.785
O 4.406 -2.241 0.135
H 2.449 -1.903 0.397
H 3.374 -1.756 1.850
H 3.545 -0.454 0.662
H 4.445 -1.889 -0.757
C 1.784 -1.134 -3.272
O 2.972 -0.459 -2.872
H 2.066 -2.058 -3.776
H 1.140 -1.380 -2.428
H 1.111 -0.603 -3.946
H 2.804 0.483 -2.794
C 5.742 1.541 -0.919
O 6.599 1.595 0.223
H 4.702 1.758 -0.674
H 6.044 2.210 -1.724
H 5.702 0.485 -1.186
H 6.027 1.685 0.989
C 2.040 2.837 -3.750
O 2.730 2.284 -2.636
H 1.767 3.875 -3.560
H 2.685 2.783 -4.627
H 1.106 2.303 -3.925
H 3.398 2.947 -2.449
C -4.843 -2.643 -1.052
O -3.738 -3.057 -1.862
H -4.817 -1.672 -0.557
H -5.728 -2.753 -1.679
H -4.928 -3.298 -0.184
H -3.564 -2.519 -2.638
C 5.513 3.188 3.014
O 5.311 1.893 2.445
H 4.573 3.476 3.486
H 6.391 3.182 3.660
H 5.647 3.973 2.271
H 5.474 1.221 3.111
C -5.831 0.539 -2.286
O -6.788 0.347 -1.225
H -5.045 -0.200 -2.444
H -6.355 0.526 -3.242
H -5.234 1.427 -2.077
H -7.031 1.234 -0.950
C -0.809 -3.844 -0.249
O -0.368 -4.573 0.857
H -0.181 -2.980 -0.468
H -0.745 -4.570 -1.060
H -1.812 -3.464 -0.054
H -0.339 -3.953 1.590
C 1.860 -1.657 5.760
O 2.180 -2.344 4.559
H 1.194 -2.254 6.382
H 2.772 -1.457 6.322
H 1.423 -0.698 5.481
H 1.407 -2.451 4.000
C -3.130 -6.285 -0.548
O -2.945 -5.629 -1.797
H -2.684 -5.708 0.262
H -4.178 -6.341 -0.253
H -2.650 -7.258 -0.450
H -3.119 -4.687 -1.734
C -3.892 -1.431 -5.226
O -3.505 -1.231 -3.895
H -4.488 -2.339 -5.316
H -4.540 -0.609 -5.531
H -3.038 -1.496 -5.899
H -2.963 -0.440 -3.940
C 5.407 4.585 -3.373
O 4.615 4.391 -2.259
H 6.420 4.379 -3.029
H 5.067 3.908 -4.156
H 5.293 5.596 -3.764
H 4.966 4.924 -1.541
C 2.037 1.366 3.042
O 1.410 2.523 3.449
H 2.645 0.972 3.856
H 1.301 0.664 2.648
H 2.740 1.619 2.248
H 1.908 2.951 4.150
C -5.361 2.447 2.573
O -4.168 2.884 3.185
H -5.220 2.001 1.589
H -5.728 1.611 3.169
H -6.174 3.164 2.461
H -4.426 3.106 4.083
C -0.806 -3.468 -4.346
O 0.255 -3.671 -5.303
H -0.886 -2.388 -4.229
H -1.798 -3.823 -4.624
H -0.459 -3.847 -3.385
H 0.018 -3.144 -6.070
C -0.730 -3.671 4.012
O -0.141 -2.787 3.077
H -1.708 -4.018 3.681
H -0.143 -4.570 4.202
H -0.902 -3.068 4.904
H -0.780 -2.088 2.919
C -2.408 2.255 -4.582
O -2.133 1.213 -3.701
H -2.584 3.150 -3.985
H -1.564 2.465 -5.239
H -3.307 2.067 -5.169
H -1.520 1.487 -3.015
C 0.179 5.478 -1.384
O -0.548 5.168 -0.209
H 0.255 4.635 -2.071
H -0.335 6.310 -1.867
H 1.199 5.805 -1.180
H -0.653 5.934 0.360
C 2.709 5.030 1.603
O 1.479 5.284 2.098
H 2.977 3.974 1.639
H 2.809 5.382 0.576
H 3.458 5.533 2.215
H 1.227 6.187 1.892
```

---

Q: Which of these has the highest molecular weight?
A: C25H96F2InNO29S2

---

Q: Which formula does entry 2 have?
A: C25H96F2InNO29S2

---

Q: Look up the net charge of the first one.
A: +1

---

Q: Among the records above, which one has the lowest net charge?
A: C25H96F2InNO29S2